ORCA calculation (ωB97M-V/def2-TZVPD) on 9 unconnected molecules or ions with the total composition C22H46O22 at a distorted geometry.

Geometry as XYZ:
```
90
Properties=species:S:1:pos:R:3:forces:R:3:mulliken_charge:R:1
C -3.627 -4.841 1.759 -0.463 0.435 1.008 -0.396
C -3.437 -4.160 0.401 0.107 -0.127 -0.318 -0.205
O -2.079 -4.496 0.029 -0.671 -0.254 -0.194 -0.161
C -1.525 -5.135 1.044 2.367 -0.697 0.476 0.678
O -0.424 -5.615 1.058 -0.090 0.276 -0.628 -0.575
O -2.272 -5.152 2.137 -1.582 -0.048 0.401 -0.374
H -4.271 -5.733 1.826 0.523 0.090 -0.509 0.277
H -4.041 -4.143 2.507 0.314 -0.148 -0.345 0.277
H -3.409 -3.077 0.563 -0.648 -0.166 -0.589 0.135
H -4.070 -4.579 -0.409 0.114 0.826 0.644 0.342
C 1.158 3.339 -3.508 0.325 -0.482 0.373 -0.290
C 1.609 3.997 -2.195 0.546 -1.090 0.181 0.611
O 3.041 4.105 -2.404 -0.128 -0.895 -0.876 -0.381
C 3.369 3.058 -3.226 0.434 -0.118 -0.190 0.573
O 4.450 2.588 -3.367 0.647 0.302 0.301 -0.552
O 2.314 2.550 -3.908 -0.103 1.663 0.940 -0.363
H 0.877 4.005 -4.281 -0.139 0.722 -0.886 0.294
H 0.458 2.545 -3.396 -1.287 0.019 0.474 0.166
H 1.491 3.192 -1.480 -0.151 0.117 0.687 -0.313
H 1.243 4.930 -1.743 -0.194 -0.240 -0.894 0.303
C -0.729 -2.751 4.227 1.017 -0.109 -0.700 -0.505
C 0.172 -2.860 2.979 -1.865 -1.055 -0.590 -0.222
O -0.578 -2.110 1.970 0.488 -0.320 -0.277 0.333
C -1.759 -1.737 2.423 0.478 1.188 2.013 0.260
O -2.543 -1.035 1.854 -0.327 -0.704 -0.368 -0.589
O -1.893 -2.061 3.759 0.041 -0.151 -0.463 -0.442
H -0.158 -2.256 5.002 -0.487 0.860 0.191 0.313
H -0.976 -3.715 4.636 -0.485 -0.464 -0.122 0.307
H 0.197 -3.876 2.576 0.316 0.097 0.301 0.253
H 1.148 -2.468 3.074 0.774 0.627 0.087 0.233
C 3.933 -3.739 -0.892 -0.093 0.365 -2.575 -0.269
C 3.775 -2.220 -0.922 0.973 0.724 -1.203 -0.217
O 3.105 -2.002 0.272 -1.022 0.466 1.960 -0.022
C 3.331 -3.020 1.111 0.450 -0.282 1.551 0.630
O 3.134 -3.047 2.297 -0.125 0.304 -1.126 -0.598
O 3.916 -4.035 0.448 -0.331 -0.512 1.412 -0.390
H 4.834 -4.141 -1.324 0.494 0.201 -0.151 0.346
H 3.113 -4.195 -1.458 -0.115 -0.204 0.469 0.201
H 3.142 -1.755 -1.685 0.277 -0.593 -0.280 0.188
H 4.731 -1.654 -0.891 -0.342 -0.467 -0.081 0.236
C 2.937 0.693 3.518 -0.705 -0.392 0.403 -0.488
C 3.094 1.127 2.094 -0.371 0.943 -1.077 -0.115
O 2.440 2.401 1.843 0.725 -0.501 0.897 -0.575
O 1.549 0.267 3.768 1.614 -0.120 0.296 -0.536
H 3.220 1.583 4.091 -0.392 -0.061 0.381 0.343
H 3.632 -0.119 3.858 -0.870 0.449 -0.651 0.373
H 2.652 0.471 1.366 -0.041 -1.019 -0.034 -0.051
H 4.145 1.213 1.839 0.323 0.184 0.046 0.393
H 1.680 2.279 1.249 0.027 0.175 0.040 0.362
H 0.989 0.915 3.345 -0.142 0.494 -0.111 0.279
C -0.757 5.368 1.216 0.017 -0.600 0.636 -0.227
C 0.602 5.965 1.065 0.710 2.126 0.182 -0.625
O 0.752 6.802 -0.111 0.107 -0.849 0.278 -0.546
O -1.096 4.553 0.100 -1.198 0.604 -0.016 -0.452
H -1.514 6.146 1.429 0.215 -0.307 -0.385 0.497
H -0.666 4.743 2.120 -0.313 0.047 -0.068 0.187
H 1.417 5.237 1.076 -0.260 -0.101 -0.345 0.201
H 0.781 6.630 1.953 -0.148 -0.725 -0.442 0.417
H 0.312 7.640 0.041 -0.083 0.012 0.082 0.302
H -2.082 4.587 -0.023 0.941 -0.150 -0.148 0.273
C -4.172 2.243 -2.087 0.328 0.877 -0.720 -0.365
C -3.743 2.691 -0.712 -1.753 -1.214 -0.538 0.131
O -3.635 4.067 -0.625 0.071 1.185 0.491 -0.497
O -5.212 3.036 -2.666 -0.361 0.091 0.194 -0.589
H -4.374 1.179 -2.024 -0.175 -0.222 -0.387 0.341
H -3.337 2.463 -2.763 -0.106 -0.476 0.004 0.215
H -2.790 2.231 -0.608 0.938 -0.210 0.650 -0.151
H -4.468 2.237 -0.008 0.413 0.509 0.278 0.251
H -4.447 4.496 -0.929 0.168 -0.239 -0.140 0.309
H -6.102 2.892 -2.315 0.404 -0.377 0.169 0.320
C -0.701 -4.034 -2.803 1.594 -1.734 -0.280 -0.562
C 0.417 -3.151 -2.290 -0.246 -0.404 -0.954 0.459
O 0.503 -1.969 -3.072 0.282 0.289 -0.520 -0.546
O -0.281 -4.492 -4.118 -0.342 0.296 0.107 -0.585
H -1.656 -3.533 -2.849 -0.292 0.185 0.134 0.300
H -0.688 -4.925 -2.152 -0.579 0.425 0.010 0.350
H 1.378 -3.709 -2.316 -0.608 0.232 -0.033 -0.127
H 0.187 -2.886 -1.272 0.036 0.352 0.431 0.018
H 0.589 -2.206 -4.020 -0.085 -0.017 0.836 0.334
H -0.828 -5.236 -4.412 0.141 0.400 0.253 0.309
C -0.288 0.977 0.581 -0.190 -0.321 -1.222 0.561
C 0.149 0.128 -0.618 1.134 3.425 -1.230 0.827
O -0.743 0.288 -1.734 0.250 -1.035 -0.041 -0.685
O 0.170 2.310 0.455 -0.040 -0.071 0.117 -0.461
H 0.111 0.488 1.470 0.314 0.317 0.144 -0.972
H -1.365 0.897 0.678 -0.317 0.170 -0.009 0.487
H 0.270 -0.839 -0.269 0.036 -2.270 0.264 -0.254
H 1.168 0.548 -0.976 -1.154 -0.807 0.825 -0.066
H -0.473 -0.395 -2.402 -0.239 0.744 0.732 0.364
H -0.475 3.000 0.157 0.187 -0.464 0.368 0.176
```
Forces are in eV/Å.

As for the structure (SMILES): O=C1OCCO1.O=C1OCCO1.O=C1OCCO1.O=C1OCCO1.OCCO.OCCO.OCCO.OCCO.OCCO. The frontier orbital gap comes out at 9.86 eV. As for the total energy: -68602.1741 eV.